(1)
Molecular formula: C27H31F2N7O5S6SbW
Method: DFT, ωB97M-V/def2-TZVPD

LUMO (spin up / spin down) = -0.590 / -1.724 eV
orbital gap (spin up / spin down) = 6.069 / 5.060 eV
expectation value of S² = 3.839
highest occupied orbital energy (spin up / spin down) = -6.66 / -6.78 eV

Structure (ORCA input):
```
! wB97M-V def2-TZVPD RIJCOSX def2/J DEFGRID3
* xyz 0 4
W 0.1852 -0.7872 -0.0816
S 1.1748 -4.6855 -2.3772
Sb 1.0798 -2.4437 -2.2783
S -0.8960 -2.9958 0.2083
S 2.3383 -1.8021 -0.3249
C 0.7677 4.8871 1.2321
N 0.0499 3.9051 2.0321
C 0.0464 3.8343 3.4247
C -0.7949 2.8577 3.7866
N -1.2811 2.3040 2.5944
C -0.8024 2.9927 1.5020
S -1.2805 2.7680 -0.0739
C -2.2835 1.3368 2.4751
C -3.5923 1.5760 2.9785
C -4.5696 0.6642 2.8134
C -4.2117 -0.6821 2.2284
C -2.7205 -0.7847 1.9186
N -1.9197 0.1850 1.8782
H 0.9171 5.7817 1.8333
H 0.1645 5.1233 0.3594
H 1.7289 4.4916 0.9021
H 0.6706 4.4714 4.0285
H -1.0406 2.4547 4.7534
H -3.8013 2.5493 3.4059
H -5.6044 0.8830 3.0529
H -4.4924 -1.5129 2.8815
H -2.3311 -1.7593 1.6053
F 0.2755 3.1690 -5.0044
C 0.2320 2.3017 -3.9669
C -0.9959 1.8667 -3.5135
C -1.0296 0.9812 -2.4441
C 0.1271 0.5212 -1.8122
C 1.3369 0.9880 -2.3281
C 1.4094 1.8766 -3.3946
H -1.9030 2.2155 -3.9930
H -2.0029 0.6708 -2.0828
H 2.2593 0.6542 -1.8775
H 2.3614 2.2234 -3.7835
C 2.0692 -1.3338 4.1866
S 0.4260 -1.1193 3.5326
C -0.2313 -2.6913 4.0919
O 0.5744 -1.3536 2.0630
H 2.0021 -1.6184 5.2381
H 2.5845 -0.3815 4.0808
H 2.5427 -2.1145 3.5893
H -0.1582 -2.7405 5.1811
H 0.3362 -3.4938 3.6191
H -1.2765 -2.7452 3.7887
C -4.6441 -3.3544 0.7611
N -5.0961 -2.0391 0.3114
C -5.4845 -1.8390 -1.1029
C -5.4194 -0.3050 -1.2654
N -5.1619 0.1332 0.1176
C -4.8435 -0.8950 0.8701
S -1.9389 -1.6760 -0.9838
H -5.3614 -4.1020 0.4298
H -4.5805 -3.3925 1.8439
H -3.6660 -3.5710 0.3322
H -6.4797 -2.2462 -1.2683
H -4.7730 -2.3515 -1.7482
H -6.3454 0.1209 -1.6383
H -4.5967 -0.0042 -1.9095
H -4.7566 1.0397 0.3201
F 5.0151 0.6529 -2.7865
C 4.4952 1.5693 -1.9623
C 4.2872 1.2991 -0.6752
N 3.7700 2.2287 0.2006
C 3.4303 1.8634 1.5661
C 2.0468 1.2396 1.7343
O 1.6212 1.2009 2.8950
O 1.4992 0.8358 0.6706
C 3.4177 3.4937 -0.2229
O 2.9586 4.3473 0.5142
N 3.6296 3.7234 -1.5683
C 4.1489 2.8567 -2.5302
O 4.2638 3.1911 -3.6892
H 4.5077 0.3221 -0.2721
H 3.4580 2.7613 2.1704
H 4.1706 1.1565 1.9409
H 3.3627 4.6390 -1.8966
*
```


(2)
Molecular formula: C39H43As2ClSi2Yb
Method: DFT, ωB97M-V/def2-TZVPD

LUMO (spin up / spin down) = -2.407 / -3.975 eV
orbital gap (spin up / spin down) = 7.475 / 6.539 eV
expectation value of S² = 0.756
highest occupied orbital energy (spin up / spin down) = -9.88 / -10.51 eV

Structure (ORCA input):
```
! wB97M-V def2-TZVPD RIJCOSX def2/J DEFGRID3
* xyz 1 2
C -1.5795 -1.2041 4.2779
C -2.2903 -0.5669 3.2329
C -2.4093 -1.4891 2.1585
H -2.7569 0.4127 3.2884
C -1.7713 -2.6934 2.5458
C -1.2609 -2.5199 3.8542
H -0.7862 -3.2890 4.4648
H -1.3681 -0.7855 5.2620
H -2.9763 -1.3350 1.2434
H -1.6937 -3.6003 1.9476
Yb -0.1454 -1.0441 2.4353
Si 1.3086 -0.2473 -4.2841
C 1.0908 1.2786 -5.3281
C 1.9947 1.8154 -6.2674
H 2.9946 1.3899 -6.3764
C 1.6021 2.8848 -7.0880
H 2.2737 3.2470 -7.8673
C 0.3442 3.4811 -6.9252
H 0.0389 4.3180 -7.5569
C -0.5356 2.9787 -5.9595
H -1.5193 3.4337 -5.8114
C -0.1750 1.8682 -5.1932
H -0.8901 1.4478 -4.4798
C 1.4147 -1.6339 -5.4863
C 0.4729 -1.5516 -6.5360
H -0.0236 -0.5991 -6.7595
C 0.1142 -2.6942 -7.2518
H -0.6798 -2.6207 -7.9977
C 0.7441 -3.9155 -6.9803
H 0.4126 -4.8169 -7.4955
C 1.7954 -3.9569 -6.0524
H 2.3284 -4.8945 -5.8904
C 2.1484 -2.8215 -5.3112
H 2.9680 -2.8547 -4.5916
H 0.0891 -0.6566 -3.5435
Si 0.2473 0.1429 -0.5927
C -0.5261 -1.5044 -1.0218
C -1.7457 -1.5707 -1.7463
H -2.1771 -0.6538 -2.1688
C -2.4209 -2.7848 -1.8845
H -3.3747 -2.8014 -2.4179
C -1.9138 -3.9544 -1.3204
H -2.4597 -4.8945 -1.4190
C -0.7197 -3.9012 -0.6036
H -0.3354 -4.8006 -0.1161
C -0.0077 -2.7116 -0.4794
H 0.9414 -2.7053 0.0750
C -0.8602 1.5368 -1.0343
C -2.0606 1.5833 -0.2630
H -2.1685 0.9618 0.6405
C -3.1154 2.4114 -0.6534
H -4.0289 2.4287 -0.0448
C -2.9896 3.2211 -1.7937
H -3.8267 3.8498 -2.1132
C -1.7737 3.2481 -2.5016
H -1.6646 3.9009 -3.3684
C -0.6953 2.4506 -2.0981
H 0.2614 2.4955 -2.6243
H 2.3412 -0.0743 -3.2458
Cl 2.2656 0.3913 -0.7771
C 4.1621 -0.1946 5.1222
As 2.4110 -0.3282 4.2570
C 2.1012 -2.2191 4.6672
C 1.2992 0.4819 5.7025
C 1.4131 0.0046 7.0072
C 0.5150 0.4578 7.9847
C -0.4537 1.4111 7.6726
C -0.5539 1.9136 6.3657
C 0.2839 1.4140 5.3692
As 0.0177 1.8846 3.4408
C -1.4451 3.1661 3.6176
C 1.5219 3.1274 3.2798
H 4.9107 -0.3330 4.3357
H 4.2866 -0.9627 5.8905
H 4.2792 0.8062 5.5457
H 2.8061 -2.5008 5.4546
H 1.0680 -2.3972 4.9802
H 2.3317 -2.7760 3.7490
H 2.1963 -0.7094 7.2771
H 0.5876 0.0654 8.9976
H -1.1554 1.7720 8.4274
H -1.2894 2.6842 6.1295
H -1.0335 4.0998 4.0169
H -1.8441 3.3035 2.6051
H -2.2112 2.7519 4.2790
H 1.3226 3.9874 3.9269
H 2.4505 2.6245 3.5653
H 1.5554 3.4343 2.2281
*
```